51
Properties=species:S:1:pos:R:3:forces:R:3 method="wB97M-V/def2-TZVPD" total_charge=+1 de_lowest_kj_mol=201.3 s2=6.0153 homo_energy_ev="-10.6 / -12.3" fmax_ev_per_a=9.2 gap_ev="5.96 / 5.30" lumo_energy_ev="-4.6 / -7.0" multiplicity=5
Ir 10.1942 9.4235 8.8614 -5.5 -5.0 5.5
C 10.2369 7.9365 13.0650 -1.9 0.8 -0.5
O 11.2967 8.3728 12.2280 0.8 0.7 1.3
C 12.4350 8.5904 13.1024 -0.1 -0.1 -0.2
C 13.5703 9.1512 12.2523 -0.6 0.7 -0.1
O 14.8417 8.8123 12.7516 -0.6 0.6 0.1
C 15.8594 9.1388 11.8360 1.4 0.0 0.3
H 9.8522 8.7096 13.8027 1.0 -0.6 -0.6
H 10.5547 7.0287 13.5716 -0.3 -0.2 0.2
H 9.3442 7.8043 12.4069 0.8 -0.4 0.5
H 12.7011 7.6538 13.6025 0.2 -0.2 -0.3
H 12.1757 9.2629 13.9467 0.0 0.0 -0.6
H 13.3883 10.2589 12.1966 0.6 -0.5 0.1
H 13.4831 8.7999 11.2127 -0.2 -0.3 0.1
H 15.6172 9.9703 11.1732 -0.5 0.0 -0.2
H 16.0850 8.2290 11.2225 0.2 0.8 0.4
H 16.7520 9.5469 12.3999 -0.8 -1.0 -0.5
N 11.2837 9.7178 7.2245 3.1 2.2 -5.4
N 11.6321 11.1702 7.1325 -0.3 -1.8 -1.4
C 11.7542 11.7297 8.3440 2.5 1.5 0.5
N 12.6946 12.7121 8.5447 -2.8 -1.9 0.2
N 10.9950 11.0941 9.2064 1.2 5.0 3.7
N 10.8695 11.7593 10.5342 -0.5 0.8 3.1
O 11.7751 12.5267 10.9287 -1.6 -1.6 -1.4
O 9.8820 11.4601 11.1897 2.3 0.6 -2.1
H 12.1854 9.2363 7.2115 0.1 -0.5 0.1
H 10.7084 9.2916 6.4556 0.7 1.3 0.1
H 12.2795 11.4611 6.4226 0.2 -0.3 -0.5
H 13.2286 12.8643 7.7305 0.9 0.9 -0.6
H 12.7120 13.2858 9.4021 0.0 -0.6 -0.7
F 5.6852 10.1620 10.9753 0.8 -2.0 0.1
C 6.4080 8.9582 11.1111 -0.2 1.8 0.2
F 6.9065 8.9950 12.3857 -0.7 -0.6 -1.5
F 5.5697 7.9162 10.9408 1.1 1.2 0.3
C 7.5652 9.0682 10.0001 -1.4 -0.8 -0.3
O 7.1963 9.0218 8.8186 1.2 0.4 1.9
O 8.7658 9.2084 10.4799 -1.3 0.3 -0.8
I 15.5936 7.7031 5.2156 -0.7 -0.9 0.6
C 13.9591 6.7087 6.2139 0.5 -0.5 0.2
C 13.8559 6.7604 7.6271 -0.2 0.5 -1.8
C 12.5824 6.7280 8.1449 -0.3 0.0 1.1
C 11.4866 6.4639 7.3217 -2.5 0.2 1.2
C 11.6365 6.0914 6.0143 0.4 -0.8 -0.8
C 12.9337 6.1233 5.4884 -0.2 1.3 -1.9
C 10.0207 6.5144 7.8834 -1.2 -2.7 -0.6
O 9.2181 5.5894 7.8660 2.2 1.7 -0.2
O 9.5959 7.7032 8.3472 1.0 -0.6 -0.7
H 14.7594 6.8641 8.1801 0.3 0.4 0.7
H 12.4145 6.8855 9.2195 0.1 -0.2 -0.4
H 10.8137 5.7692 5.3506 0.4 0.2 0.7
H 13.0155 5.9596 4.3851 0.2 0.1 1.1

***

26
Properties=species:S:1:pos:R:3:forces:R:3 method="wB97M-V/def2-TZVPD" de_lowest_kj_mol=219.6 homo_energy_ev="-7.9 / -7.9" fmax_ev_per_a=4.7 gap_ev="7.47 / 7.47" lumo_energy_ev="-0.4 / -0.4"
C 0.8779 -0.0271 0.1580 -1.1 0.1 -3.0
C 0.7279 0.6450 -1.0372 1.3 -0.9 3.2
C 1.4871 1.9594 -1.1109 -2.7 1.1 0.8
C -0.0940 0.0543 -2.1233 1.0 -2.1 0.5
C -0.7457 -0.9481 2.1161 3.2 1.9 -2.9
C -0.8829 -2.3063 2.5774 1.7 -1.7 -2.3
N 0.4220 -1.2889 0.4529 -0.3 1.5 4.0
O -2.2452 -0.1906 0.0349 0.1 -0.4 -0.7
O -2.0085 1.3578 1.8708 -1.5 0.1 0.1
O -3.2961 -0.7943 2.1499 -0.2 0.1 0.4
S 0.7833 -2.8791 2.9831 0.7 -0.1 0.9
S -1.5656 -3.3459 1.1918 -0.5 -1.0 0.2
S -2.1961 -0.2088 1.4519 -0.8 1.4 0.2
H 1.4039 0.3136 0.9885 1.2 1.3 0.9
H 1.0573 2.7133 -0.3025 0.9 -1.4 -1.7
H 2.5207 1.8389 -0.9210 1.1 -0.1 0.0
H 1.3018 2.3779 -2.0971 0.3 0.4 0.0
H -0.1127 0.6866 -2.9377 0.3 1.3 -2.0
H -1.1100 0.0728 -1.7695 -0.5 -0.8 0.0
H 0.3003 -0.9907 -2.4882 -1.0 1.9 0.8
H -0.1187 -0.2811 2.7968 -1.0 -0.7 -1.2
H -1.5195 -2.3195 3.3818 -1.4 -0.6 2.1
H -2.8824 1.8668 1.6936 1.9 -1.4 0.3
H -0.2396 -1.6634 -0.1564 -1.5 -0.5 -1.4
H 1.5286 -1.8842 2.4139 -0.7 -0.6 0.1
H -0.7776 -4.4849 1.2124 -0.3 1.2 0.4

***

45
Properties=species:S:1:pos:R:3:forces:R:3 method="wB97M-V/def2-TZVPD" s2=3.7886 homo_energy_ev="-6.1 / -6.5" fmax_ev_per_a=2.0 gap_ev="6.70 / 4.29" lumo_energy_ev="0.6 / -2.2" multiplicity=4
C -2.0963 -1.9281 -1.3132 -0.5 0.8 -0.3
C -1.4010 -2.1246 -2.5629 -0.6 0.0 0.0
C -1.2172 -0.8292 -3.1559 -0.8 0.1 -0.1
H -1.1616 -3.0847 -3.0258 -0.1 0.5 0.3
C -1.6726 0.1598 -2.2235 -0.4 -0.4 -0.3
C -2.2475 -0.5328 -1.1057 -0.5 -0.7 -0.5
H -2.7558 -0.0642 -0.2719 0.3 0.0 -0.1
H -2.4637 -2.7019 -0.6516 0.3 0.1 -0.1
H -0.8363 -0.6098 -4.1531 0.0 -0.2 0.5
H -1.6750 1.2347 -2.3889 0.0 -0.4 0.1
Tc 0.0244 -0.9645 -1.4030 -1.7 0.5 -1.0
Cl 0.2662 -2.9210 0.0112 0.2 -1.5 0.9
C 2.5050 -0.8799 -0.9465 0.2 -0.2 -1.2
C 2.1132 0.3578 -1.5303 0.3 -0.6 -0.7
C 1.4195 0.0754 -2.7659 1.5 -0.6 0.6
H 2.3357 1.3518 -1.1558 -0.3 -0.3 0.1
C 1.4617 -1.3731 -2.9719 1.7 0.7 0.4
C 2.1631 -1.9467 -1.8554 0.8 1.2 -0.3
H 2.4352 -2.9905 -1.7770 -0.3 0.2 0.3
H 2.9784 -1.0058 0.0176 -0.1 0.0 -0.1
H 1.1497 0.8075 -3.5213 -0.2 -0.2 0.3
H 1.2632 -1.8887 -3.9077 -0.3 0.1 0.4
C -0.3591 4.4089 0.7462 0.0 0.4 0.3
C -0.1897 3.7926 -0.4869 0.1 -0.5 0.1
C -0.0942 2.4170 -0.5689 0.0 -0.7 0.0
C -0.1525 1.5845 0.5894 0.2 0.2 0.2
C -0.3287 2.2468 1.8364 -0.1 0.3 0.2
C -0.4293 3.6431 1.9092 0.1 -1.0 -0.1
N -0.0617 0.2071 0.5076 0.6 1.1 -0.1
C -0.0110 -0.4801 1.7259 -0.6 -0.6 1.4
C 1.1933 -0.5404 2.4635 -0.7 0.0 -0.5
C 1.2313 -1.2056 3.6861 0.0 0.1 -0.3
C 0.0829 -1.8146 4.1870 0.1 -0.2 0.4
C -1.1079 -1.7702 3.4670 0.0 0.1 -0.2
C -1.1649 -1.1148 2.2464 0.9 0.5 -0.4
H -0.4379 5.4876 0.8018 0.0 0.0 0.0
H -0.1278 4.3433 -1.4169 0.0 0.3 0.1
H 0.0337 1.9442 -1.5443 0.0 0.2 0.5
H -0.3940 1.6377 2.7507 0.0 0.5 -0.5
H -0.5665 4.0847 2.9004 0.0 0.1 -0.5
H 2.0771 -0.0699 2.0264 -0.2 -0.1 0.3
H 2.1794 -1.2503 4.2203 -0.3 0.0 0.0
H 0.1193 -2.3418 5.1455 0.0 0.2 -0.4
H -2.0099 -2.2587 3.8241 0.2 0.0 0.1
H -2.0698 -1.0926 1.6415 0.1 0.0 0.3

***

20
Properties=species:S:1:pos:R:3:forces:R:3 method="wB97M-V/def2-TZVPD" de_lowest_kj_mol=292.5 homo_energy_ev=-9.1 fmax_ev_per_a=6.4 gap_ev=9.38 lumo_energy_ev=0.3 smiles="C[C@H](N)CC(N)=O.O"
C -2.8448 0.4444 0.3433 -1.8 -3.2 1.7
C -1.7167 -0.0687 -0.5174 0.0 -0.2 0.7
C -0.4407 0.6032 -0.0222 0.0 2.6 2.7
C 0.6784 -0.0057 -0.7174 3.8 -1.6 -3.6
N 1.8020 -0.3980 -0.0230 -2.2 0.0 -1.3
O 0.6880 -0.1986 -1.9841 -0.7 0.6 3.5
N -1.5393 -1.6009 -0.3761 5.7 2.9 1.0
H -3.3411 1.2226 -0.1245 -1.4 1.3 -1.4
H -2.6724 0.8894 1.3128 1.0 -0.3 0.5
H -3.5688 -0.4417 0.6099 1.0 1.8 -0.8
H -1.9523 0.3808 -1.5021 0.5 -1.2 -0.1
H -0.2719 1.7153 -0.2692 -1.1 -1.4 -0.2
H -0.4266 0.7269 1.1959 0.4 -1.2 -2.9
H 2.4970 -0.9161 -0.4865 0.7 -0.3 -0.9
H 2.0269 -0.0464 0.8476 0.2 0.7 2.1
H -0.3877 -1.8317 -0.6406 -4.8 0.5 0.6
H -2.1078 -2.1237 -0.9528 -1.3 -1.1 -1.8
H 2.7537 1.8873 2.5048 0.0 0.2 -0.7
H 2.9251 0.6451 3.3072 0.0 0.4 -3.5
O 2.8906 0.9543 2.2932 0.1 -0.6 4.3

***

18
Properties=species:S:1:pos:R:3:forces:R:3 method="wB97M-V/def2-TZVPD" de_lowest_kj_mol=16.5 homo_energy_ev=-9.4 fmax_ev_per_a=1.6 gap_ev=10.43 lumo_energy_ev=1.1 smiles=CCN.CC
C -1.1505 0.0355 -3.1763 0.0 -1.1 -0.2
C 0.0377 0.6212 -2.4429 0.5 0.5 0.0
H -2.0152 0.6859 -3.2832 0.1 0.2 0.0
H -1.5052 -0.8741 -2.6777 0.0 0.2 0.2
H -0.8566 -0.3475 -4.1582 -0.1 0.4 -0.1
H 0.1785 1.6825 -2.6432 -0.2 0.2 -0.1
H -0.0269 0.5063 -1.3674 -0.2 0.0 0.1
H 0.9872 0.1765 -2.7534 -0.2 -0.3 0.0
C 1.0216 0.0470 3.0160 -0.4 -1.5 -0.1
C -0.1590 -0.0702 2.0516 0.0 0.0 -0.3
N 0.1927 -0.5671 0.7017 -0.5 0.0 0.9
H 1.7232 0.8272 2.7498 0.0 0.3 0.4
H 0.6442 0.0034 4.0400 0.2 1.0 0.1
H 1.5587 -0.9130 2.9868 0.1 0.2 -0.3
H -0.8715 -0.7571 2.5061 -0.1 -0.1 -0.2
H -0.6985 0.8709 1.9224 0.2 0.1 0.2
H 1.1395 -0.2857 0.5108 0.3 -0.1 -0.3
H 0.1612 -1.5776 0.7363 0.3 -0.1 -0.2

***

44
Properties=species:S:1:pos:R:3:forces:R:3 method="wB97M-V/def2-TZVPD" total_charge=-2 homo_energy_ev="-1.0 / -1.0" fmax_ev_per_a=2.0 gap_ev="4.81 / 4.88" lumo_energy_ev="3.8 / 3.8"
Na -0.4839 0.3974 1.7062 0.9 1.1 0.5
O 0.6581 -3.1853 -0.0932 0.0 0.1 0.0
C 1.0710 -2.0569 0.2411 -0.2 0.1 0.3
O 0.4074 -1.2307 0.9589 0.5 -1.4 -0.4
C 2.4294 -1.6272 -0.2572 0.1 0.2 -0.2
C 3.2335 -2.6447 -0.7752 0.0 0.0 0.0
C 4.4729 -2.4006 -1.3349 0.1 -0.1 0.0
C 4.9263 -1.0825 -1.3968 0.0 0.0 0.0
C 4.1513 -0.0600 -0.8957 0.1 -0.2 -0.1
C 2.8842 -0.2809 -0.2993 -0.1 -0.2 0.1
S 2.0515 1.1094 0.2995 -0.1 0.7 0.1
H 2.8385 -3.6523 -0.7292 0.0 0.0 0.0
H 5.0728 -3.2154 -1.7268 0.0 0.0 0.0
H 5.8956 -0.8608 -1.8349 0.0 0.0 0.0
H 4.4997 0.9640 -0.9443 0.0 0.0 0.0
Cl -2.8647 5.5923 4.4928 0.0 0.0 0.0
C -2.4596 4.3921 2.2443 -0.2 0.6 -0.3
Cl -4.0726 4.3815 1.6259 0.0 -0.1 0.0
Cl -1.3957 5.5314 1.4978 0.0 -0.1 0.1
C -1.9114 3.1573 2.5728 0.2 -0.5 0.3
N -1.4517 2.1403 2.8829 -0.2 0.4 0.0
C -3.2822 -1.4092 -1.3176 0.1 -0.3 0.5
S -1.7959 -1.2721 -0.2043 -0.9 -0.2 -1.8
O -2.3116 -0.3948 0.8851 -0.6 0.2 0.4
C -1.0598 -0.1585 -1.4209 0.3 0.0 0.0
C -0.3280 -0.6750 -2.4804 0.1 -0.1 0.2
C 0.2214 0.1905 -3.4139 -0.1 0.0 0.0
C 0.0126 1.5585 -3.3055 0.0 0.0 0.0
C -0.7319 2.0644 -2.2517 0.0 0.0 0.0
C -1.2601 1.2055 -1.3014 -0.1 0.0 0.1
H -3.6985 -0.4187 -1.4981 0.1 0.0 0.0
H -4.0141 -2.0430 -0.8139 0.0 0.0 0.0
H -2.9651 -1.8763 -2.2501 0.0 0.0 0.0
H -0.1567 -1.7426 -2.5462 0.1 0.0 0.0
H 0.8284 -0.2058 -4.2189 0.0 0.0 0.0
H 0.4439 2.2315 -4.0368 0.0 0.0 0.0
H -0.8816 3.1318 -2.1511 0.0 0.0 0.0
H -1.8323 1.5925 -0.4648 0.0 0.0 0.0
C -1.5971 -1.2150 3.8839 -0.4 -0.1 -0.2
C -0.2059 -0.8250 4.2436 0.2 0.0 0.1
O 0.4593 -1.2090 5.1360 0.1 0.0 0.1
H -2.0367 -1.8720 4.6387 0.0 0.0 0.0
H -1.5642 -1.7105 2.9111 0.1 0.0 0.0
H -2.1967 -0.3158 3.7424 0.0 0.0 0.1